Entry from OMol25: C4H7NO2 in the gas phase in a non-equilibrium geometry (ωB97M-V/def2-TZVPD).

Summary:
ΔE to the lowest compared entry with this formula, charge and spin   98.3 kcal per mole
E_LUMO (alpha / beta)   -0.33 / -0.33 eV
SMILES   CC(C)(C=O)N=O
DFT total energy   -9843.017 eV

Element x y z (Å)
C 0.680 -1.008 0.949
C -0.649 -0.566 -1.209
C 0.023 -0.005 0.027
C 0.802 1.207 -0.261
O 1.456 1.743 0.640
N -0.954 0.995 1.148
O -1.793 1.711 0.750
H 0.371 1.839 -1.056
H -1.154 0.223 -1.767
H 1.451 -0.511 1.535
H 1.118 -1.831 0.383
H -0.058 -1.423 1.635
H 0.088 -1.052 -1.850
H -1.382 -1.322 -0.925

***

Entry from OMol25: a molecular structure, C6H10N2O2S in a non-equilibrium geometry (ωB97M-V/def2-TZVPD).

Summary:
ΔE to the lowest compared entry with this formula, charge and spin   112.8 kcal per mole
E_LUMO   0.22 eV
DFT total energy   -24290.917 eV

Element x y z (Å)
C 0.097 0.588 1.752
C -0.134 -2.717 0.357
C 0.076 -1.900 -0.651
C -0.525 1.485 0.609
C -0.387 -1.957 -2.046
C 0.011 2.967 0.899
N 1.040 -0.255 1.324
N -0.306 1.017 -0.725
O -0.346 0.614 2.884
O 2.215 -0.418 -0.927
S 1.036 -0.418 -0.197
H 0.289 -2.576 1.280
H -0.992 -3.460 0.222
H -1.565 1.587 0.950
H -1.237 -1.267 -2.295
H 0.614 -1.765 -2.718
H -0.714 -2.928 -2.315
H 1.016 2.987 0.377
H 0.259 3.066 1.988
H -0.702 3.691 0.550
H 0.257 1.658 -1.320

***

Entry from OMol25: C20H25NO2 in the gas phase in a non-equilibrium geometry (ωB97M-V/def2-TZVPD).

Summary:
ΔE to the lowest compared entry with this formula, charge and spin   30.2 kcal per mole
E_LUMO   0.73 eV
SMILES   CCOC(=O)[C@@H](c1ccncc1)[C@@H](C)c1c(C)cc(C)cc1C
DFT total energy   -26730.404 eV

Element x y z (Å)
C -1.505 0.047 1.728
C -0.511 0.221 0.523
C 0.984 0.179 1.002
C 1.804 1.343 1.162
C 1.274 2.743 1.040
C 3.184 1.139 1.388
C 3.724 -0.142 1.591
C 5.211 -0.300 1.881
C 2.870 -1.244 1.542
C 1.503 -1.096 1.312
C 0.609 -2.288 1.289
H -2.219 0.895 1.788
H -2.115 -0.865 1.598
H -0.995 0.001 2.710
H -0.659 1.249 0.156
H 2.054 3.506 1.149
H 0.794 2.885 0.073
H 0.523 2.943 1.807
H 3.876 1.981 1.417
H 5.491 -1.370 1.968
H 5.794 0.168 1.058
H 5.487 0.224 2.822
H 3.281 -2.249 1.682
H 1.184 -3.192 1.474
H -0.184 -2.224 2.039
H 0.135 -2.360 0.307
C -5.328 -1.995 -0.048
C -4.641 -0.717 -0.436
O -3.251 -1.046 -0.518
C -2.510 0.007 -0.924
C -1.001 -0.346 -0.821
C -0.270 0.285 -2.031
C -0.609 1.555 -2.523
C 0.273 2.227 -3.398
N 1.340 1.628 -3.956
C 1.636 0.390 -3.582
C 0.862 -0.340 -2.647
O -3.058 1.061 -1.211
H -6.367 -1.831 0.267
H -5.417 -2.645 -0.919
H -4.819 -2.551 0.759
H -4.981 -0.408 -1.430
H -4.742 0.088 0.310
H -1.022 -1.426 -1.051
H -1.547 2.024 -2.256
H 0.107 3.284 -3.638
H 2.542 -0.054 -4.014
H 1.209 -1.385 -2.438

***

Entry from OMol25: a gas-phase ion, C2H12N8 (charge +2) in a non-equilibrium geometry (ωB97M-V/def2-TZVPD).

Summary:
ΔE to the lowest compared entry with this formula, charge and spin   13.6 kcal per mole
E_LUMO   -8.61 eV
Charge   +2
SMILES   [H]/N=[NH+]/NC/N=[NH+]/NCNN
DFT total energy   -14166.188 eV

Element x y z (Å)
C -0.484 0.481 1.588
C 0.876 0.556 -2.821
N -1.635 0.442 2.428
N 1.328 -0.746 -2.436
N -0.243 0.910 -1.878
N -2.055 -0.667 3.055
N -1.301 -1.664 3.117
N -0.871 0.775 0.242
N 2.068 -0.691 -1.195
N -0.051 0.731 -0.649
H 0.349 1.100 1.876
H -0.172 -0.614 1.547
H 1.583 1.393 -2.581
H 0.526 0.807 -3.815
H -2.317 1.310 2.419
H 1.900 -1.182 -3.148
H -1.004 1.337 -2.284
H -2.919 -0.405 3.646
H -1.680 -2.416 3.681
H 2.238 -1.708 -1.094
H 2.834 0.011 -1.180
H 1.028 0.240 -0.517

***

Entry from OMol25: 6 unconnected molecules or ions with the total composition C4H17NO7S in a non-equilibrium geometry (ωB97M-V/def2-TZVPD).

Summary:
ΔE to the lowest compared entry with this formula, charge and spin   74.5 kcal per mole
E_LUMO   5.71 eV
Charge   -2
DFT total energy   -31081.139 eV

Element x y z (Å)
O -0.047 -2.699 1.331
C 0.387 -2.442 0.234
C 0.662 -1.027 -0.312
C 1.951 -0.856 -1.129
S 3.309 -1.473 -0.105
N -0.610 -0.736 -1.047
C -0.653 -0.826 -2.478
O -0.191 0.369 -3.192
H 0.758 -3.257 -0.423
H 0.798 -0.284 0.478
H 2.045 0.271 -1.199
H 1.805 -1.081 -2.186
H -0.952 0.133 -0.649
H -1.697 -0.830 -2.839
H 0.057 -1.573 -2.824
H -2.534 1.478 2.040
H -0.630 2.362 1.240
O -1.714 1.260 1.583
H 1.118 2.816 0.159
H 0.468 0.768 -2.590
O 1.680 2.869 -0.704
H 2.565 2.751 -0.370
H 0.394 2.796 2.290
O 0.213 2.921 1.356
H -2.829 0.044 1.236
H -3.131 -1.441 1.293
O -3.517 -0.635 0.954
H -0.615 -0.233 2.392
H 0.760 -1.007 2.500
O 0.151 -0.438 2.963

***

Entry from OMol25: a molecular structure, C15H21N8O2STi in a non-equilibrium geometry (ωB97M-V/def2-TZVPD).

Summary:
2S+1   2
ΔE to the lowest compared entry with this formula, charge and spin   0.2 kcal per mole
E_LUMO (alpha / beta)   -6.91 / -6.70 eV
Charge   +2
<S²>   0.755
DFT total energy   -65850.630 eV

Element x y z (Å)
Ti 1.249 -0.841 0.335
C -0.124 4.120 -1.777
N -0.419 2.976 -0.917
C -1.506 3.145 0.046
C 0.316 1.903 -0.871
N 0.242 0.972 0.057
N 1.071 1.707 -1.994
C 1.783 0.602 -2.342
N 2.273 0.561 -3.585
N 2.022 -0.385 -1.474
H -0.662 5.002 -1.578
H -0.435 3.947 -2.877
H 0.988 4.385 -1.797
H -2.191 3.820 -0.389
H -1.170 3.533 0.992
H -2.062 2.212 0.301
H -0.201 1.432 0.858
H 1.077 2.418 -2.752
H 2.048 1.325 -4.215
H 2.429 -0.376 -3.888
H 2.659 -1.094 -1.857
N -2.098 -3.333 -3.092
C -1.053 -3.535 -2.309
C -0.638 -2.474 -1.447
N 0.285 -2.636 -0.497
C 0.842 -3.837 -0.436
C 0.513 -4.893 -1.329
N -0.425 -4.704 -2.284
H -2.636 -2.516 -3.221
H -2.366 -4.170 -3.606
H -1.054 -1.452 -1.559
H 1.628 -4.036 0.298
H 1.069 -5.803 -1.200
O -2.639 1.117 5.060
C -2.258 1.029 3.786
O -2.968 1.447 2.893
C -0.908 0.383 3.530
C -0.849 -0.932 3.004
C 0.431 -1.411 2.586
C 1.590 -0.577 2.666
S 3.065 -1.044 1.808
C 1.468 0.696 3.192
C 0.250 1.140 3.659
H -1.978 0.646 5.642
H -1.661 -1.573 2.955
H 0.487 -2.428 2.294
H 2.352 1.328 3.253
H 0.163 2.201 4.072

***

Entry from OMol25: 2 unconnected molecules or ions with the total composition C17H28IN5O4PS (ωB97M-V/def2-TZVPD).

Summary:
E_LUMO   -3.37 eV
Charge   +1
DFT total energy   -61941.394 eV

Element x y z (Å)
C 5.044 0.148 -2.169
C 3.930 0.127 -3.217
S 2.231 -0.085 -2.613
C 1.820 1.611 -2.168
N 1.312 1.851 -0.796
C 1.647 1.214 0.395
N 2.610 0.241 0.507
C 0.936 1.813 1.366
I 0.966 1.365 3.360
N 0.183 2.824 0.769
P -0.843 3.905 1.716
N -0.107 4.615 2.868
C 0.405 2.802 -0.545
C -0.290 3.675 -1.530
C -1.734 3.219 -1.812
C -1.822 1.777 -2.317
C -1.827 0.715 -1.214
C -3.192 0.095 -0.923
N -3.223 -0.688 0.318
H 4.654 0.389 -1.187
H 5.788 0.898 -2.422
H 5.529 -0.821 -2.094
H 4.064 -0.678 -3.933
H 3.935 1.050 -3.791
H 2.672 2.260 -2.351
H 1.021 1.916 -2.828
H 2.445 -0.547 -0.108
H 2.648 -0.092 1.464
H -1.395 4.693 0.706
H -1.808 2.959 2.056
H -0.066 5.620 2.747
H -0.277 4.683 -1.116
H 0.266 3.724 -2.459
H -2.136 3.884 -2.574
H -2.349 3.367 -0.923
H -0.984 1.602 -2.992
H -2.708 1.673 -2.942
H -1.135 -0.096 -1.454
H -1.462 1.142 -0.275
H -3.951 0.874 -0.861
H -3.449 -0.575 -1.742
H -2.932 -0.064 1.066
H -2.464 -1.362 0.254
C -0.923 -6.239 2.144
C -0.949 -5.280 1.209
C -1.012 -3.821 1.572
O -0.990 -3.007 0.658
C -1.081 -3.441 2.961
C -1.053 -4.395 3.905
C -0.961 -5.864 3.546
O -0.929 -6.645 4.474
O -1.102 -4.160 5.199
O -0.912 -5.516 -0.094
H -0.873 -7.290 1.899
H -1.154 -2.386 3.185
H -1.065 -5.032 5.642
H -0.946 -4.650 -0.538

***

Entry from OMol25: C3H5N3O in the gas phase (ωB97M-V/def2-TZVPD).

Summary:
ΔE to the lowest compared entry with this formula, charge and spin   119.5 kcal per mole
E_LUMO   0.55 eV
DFT total energy   -9705.402 eV

Element x y z (Å)
N 2.058 -0.767 0.293
C 0.834 -0.343 0.047
C -0.725 1.983 -0.604
N -1.346 1.027 0.036
C -0.786 -0.289 0.350
O -1.341 -0.968 1.210
N -0.037 -0.874 -0.800
H 2.483 -1.528 -0.227
H 2.635 -0.285 0.965
H -1.449 2.823 -0.645
H -2.276 1.077 0.454
H -0.051 -1.857 -1.078

***

Number 1: molecular weight 101.1 u. Number 2: molecular weight 174.2 u. Number 3: molecular weight 311.4 u. Number 4: molecular weight 148.2 u. Number 5: molecular weight 223.2 u. Number 6: molecular weight 425.3 u. Number 7: molecular weight 556.4 u. Number 8: molecular weight 99.1 u.